# C48H108AsCaF6N6O6

A structure of composition C48H108AsCaF6N6O6 at a distorted geometry (ωB97M-V/def2-TZVPD, the OMol25 dataset).

Each line ends with the Mulliken charge.
Positions of all 176 atoms, in Å:
Ca 1.0764 -0.2728 4.8026  1.701
As 0.7706 0.4348 0.8347  1.661
F 0.7301 0.0020 2.6273  -0.114
F -0.9498 0.6674 0.9545  -0.313
F 0.8272 0.9007 -0.8271  -0.509
F 2.4665 0.0404 0.8574  -0.408
F 0.4399 -1.2403 0.3766  -0.417
F 1.0632 2.1380 1.2782  -0.410
C -5.7514 -3.6059 -1.7229  -1.681
C -4.7880 -2.8633 -2.7016  0.637
C -3.6776 -2.2622 -1.8298  -0.051
C -2.4531 -1.7624 -2.6101  -0.686
C -1.8880 -2.8623 -3.5433  -1.090
C -2.8998 -3.5653 -4.4542  1.146
N -4.1805 -3.8658 -3.7029  0.926
O -4.7077 -4.9401 -3.7816  -0.323
C -2.3189 -4.9199 -4.9319  -1.718
C -3.0964 -2.7391 -5.7237  -1.592
C -5.6720 -1.8444 -3.4288  -1.601
H -6.1835 -2.9289 -0.9869  0.315
H -5.1556 -4.4136 -1.2942  0.457
H -6.6574 -4.0301 -2.1561  0.531
H -3.3269 -3.0917 -1.2096  0.082
H -3.9904 -1.4138 -1.2235  0.458
H -1.7531 -1.3926 -1.8608  0.064
H -2.7965 -0.9398 -3.2413  0.432
H -1.3061 -3.5933 -2.9732  0.273
H -1.0872 -2.4424 -4.1538  0.588
H -2.2124 -5.6426 -4.1205  0.465
H -1.3296 -4.7848 -5.3661  0.406
H -2.9421 -5.4111 -5.6783  0.433
H -3.2115 -1.6547 -5.6574  0.345
H -3.8693 -3.0540 -6.4237  0.427
H -2.1238 -2.8044 -6.2125  0.484
H -6.1782 -1.1147 -2.7977  0.412
H -6.4948 -2.2811 -3.9966  0.405
H -5.0727 -1.2902 -4.1544  0.362
C -3.7073 6.6857 -0.3033  -1.424
C -2.6489 6.0876 -1.2235  0.892
C -1.2958 6.2365 -0.4441  -1.731
C -1.0957 5.0863 0.6018  0.101
C -1.1367 3.7169 -0.0328  -0.249
C -2.4982 3.4716 -0.7578  1.675
N -2.8626 4.6476 -1.6011  0.980
O -3.8133 4.4300 -2.3384  -0.318
C -3.5842 3.2235 0.3024  -1.472
C -2.3714 2.1788 -1.6339  -1.792
C -2.5683 7.0069 -2.4645  -1.482
H -4.6916 6.7609 -0.7680  0.457
H -3.5011 7.6033 0.2469  0.396
H -3.9512 6.0946 0.5867  0.256
H -1.0613 7.2291 -0.0668  0.660
H -0.4620 6.0819 -1.1372  0.353
H -1.6365 5.1593 1.5478  0.372
H -0.0560 5.2051 0.9234  -0.180
H -0.9495 2.9243 0.6931  -0.312
H -0.3652 3.7352 -0.8064  0.343
H -3.8030 4.0435 0.9824  0.268
H -3.2923 2.3859 0.9392  0.095
H -4.5010 2.8593 -0.1631  0.559
H -3.3480 1.7660 -1.8825  0.569
H -1.7742 1.4616 -1.0754  0.133
H -1.8413 2.3155 -2.5775  0.512
H -2.2581 7.9903 -2.1130  0.408
H -3.5566 7.1307 -2.9038  0.421
H -1.8219 6.6603 -3.1786  0.443
C 3.2500 3.9053 -1.5573  -1.558
C 4.6536 4.1913 -1.0444  1.515
C 4.6850 4.2397 0.4680  -1.733
C 4.5815 2.8978 1.2191  0.587
C 5.7689 2.0347 0.7790  -1.666
C 5.9090 1.8444 -0.7493  1.379
N 5.5558 3.0946 -1.5648  0.848
O 5.7128 3.0217 -2.7510  -0.299
C 4.8766 0.7368 -1.1733  -1.415
C 7.3157 1.3802 -1.1248  -1.704
C 5.1381 5.5882 -1.5525  -1.654
H 3.2173 3.9560 -2.6455  0.604
H 2.6542 4.7533 -1.2175  0.474
H 2.8227 2.9875 -1.1568  0.116
H 3.9416 4.9078 0.9094  0.539
H 5.5830 4.7508 0.8248  0.557
H 3.6557 2.3653 0.9929  -0.581
H 4.7070 2.9919 2.2987  0.419
H 5.7540 1.1146 1.3616  0.636
H 6.6778 2.5535 1.0948  0.447
H 3.8716 1.1251 -1.0152  -0.077
H 5.0492 -0.1938 -0.6368  0.454
H 4.9901 0.5017 -2.2324  0.512
H 7.5806 0.4300 -0.6591  0.403
H 8.1295 2.0511 -0.8446  0.420
H 7.4688 1.1863 -2.1872  0.450
H 5.1549 5.4824 -2.6382  0.507
H 6.0840 6.0108 -1.2162  0.417
H 4.4155 6.3664 -1.3067  0.400
C -6.1183 -2.7602 2.1777  -1.593
C -4.7431 -2.8398 1.4756  0.063
N -3.5950 -3.0439 2.4344  1.110
C -2.2680 -3.0255 1.6822  -1.454
C -3.5369 -1.8347 3.4489  -0.617
C -3.4747 -0.4197 2.8831  -0.763
C -3.5507 -4.2933 3.3232  -0.780
C -3.4003 -5.6559 2.5841  -0.369
O -3.8499 -6.6863 3.4606  -0.363
C -4.2545 -7.8592 2.7902  -0.687
H -6.9234 -2.7841 1.4417  0.482
H -6.2992 -1.8582 2.7592  0.328
H -6.2933 -3.6755 2.7441  0.363
H -4.6027 -1.8884 0.9687  0.008
H -4.6732 -3.6986 0.8128  0.166
H -1.4942 -3.3916 2.3569  0.237
H -1.9942 -2.0692 1.2458  0.484
H -2.3613 -3.8421 0.9660  0.410
H -2.7605 -2.0132 4.1923  0.470
H -4.4870 -1.9432 3.9713  0.499
H -2.5165 -0.2298 2.3975  -0.156
H -3.6051 0.3214 3.6697  0.613
H -4.2554 -0.3570 2.1274  0.243
H -4.4181 -4.3540 3.9782  0.590
H -2.6307 -4.2749 3.9054  0.216
H -2.3340 -5.7995 2.3935  0.367
H -4.0381 -5.6379 1.6951  0.207
H -4.7382 -8.5075 3.5159  0.296
H -3.4175 -8.3724 2.3108  0.302
H -4.9524 -7.6100 1.9856  0.303
C 3.6105 -7.3540 -2.8863  -1.120
C 3.1474 -5.9037 -3.0636  -0.634
N 3.0810 -5.0771 -1.7808  0.237
C 2.8116 -3.6005 -2.0766  -1.190
C 1.8513 -5.6304 -1.0436  -0.686
C 1.2095 -4.8778 0.1271  -1.259
C 4.3394 -5.2029 -0.9400  -0.746
C 5.6226 -4.7989 -1.6663  -0.851
O 5.8186 -3.3853 -1.4818  -0.286
C 7.1873 -3.0584 -1.7290  -0.781
H 4.6902 -7.4058 -2.7753  0.326
H 3.3181 -7.8800 -3.7956  0.443
H 2.9484 -7.7883 -2.1394  0.316
H 2.1887 -5.8950 -3.5878  0.541
H 3.6681 -5.3306 -3.8344  0.574
H 2.6483 -3.1101 -1.1212  0.464
H 1.9423 -3.5820 -2.7319  0.376
H 3.6843 -3.2076 -2.5932  0.474
H 2.0460 -6.6379 -0.6812  0.374
H 1.0455 -5.7520 -1.7679  0.499
H 1.9435 -4.8351 0.9338  0.436
H 0.3539 -5.4542 0.4813  0.442
H 0.7797 -3.8932 -0.0623  0.144
H 4.4209 -6.2277 -0.5793  0.602
H 4.1474 -4.6018 -0.0515  0.423
H 5.6199 -5.0111 -2.7365  0.417
H 6.3851 -5.4228 -1.1953  0.564
H 7.7787 -3.6955 -2.3858  0.434
H 7.7401 -3.0040 -0.7878  0.312
H 7.1564 -2.0355 -2.1058  0.158
C 1.9714 4.4031 5.8557  -0.774
N 1.5144 5.2562 4.6556  0.422
C 2.4923 6.3992 4.4911  -0.992
C 1.5702 4.4995 3.3038  -1.054
C 0.0771 5.7870 4.9047  -0.335
C -0.1083 6.8945 5.9689  -0.696
O 0.1818 6.4020 7.2372  -0.532
H 2.1567 5.0483 6.7114  0.357
H 2.9803 4.0553 5.6260  0.378
H 1.2286 3.6318 6.0424  0.217
H 3.4157 5.9178 4.1752  0.387
H 2.5787 6.9997 5.3920  0.445
H 2.0968 7.0066 3.6782  0.433
H 2.5572 4.0599 3.1660  0.360
H 1.5296 5.2851 2.5507  0.314
H 0.7340 3.8227 3.1478  0.349
H -0.4878 4.8850 5.1513  0.384
H -0.3072 6.0487 3.9179  0.192
H -1.1092 7.3297 5.9567  0.397
H 0.5851 7.6885 5.6791  0.363
H 0.6932 7.0334 7.7547  0.377

- HOMO energy (eV) = -22.0
- net charge = +7

---

# C48H111N6O7P

A cluster of 10 separate species, C48H111N6O7P in total at a distorted geometry (ωB97M-V/def2-TZVPD, the OMol25 dataset).

Each line ends with the Mulliken charge.
Positions of all 173 atoms, in Å:
C -2.5061 -3.6111 -0.7553  -0.602
N -1.9814 -4.3818 -1.8648  0.644
C -1.1530 -5.5105 -1.4318  -1.274
P -2.2356 -4.1281 -3.5480  0.086
O -1.1610 -4.7727 -4.3949  -0.856
N -3.8191 -4.7037 -3.9577  0.188
C -4.7743 -4.9967 -2.8940  -0.796
C -4.3318 -4.5715 -5.3314  -0.973
N -2.3306 -2.3734 -3.6786  0.231
C -1.1239 -1.6136 -4.0208  -0.559
C -3.4310 -1.6172 -3.1197  -0.825
H -2.2363 -4.0963 0.1827  0.411
H -3.5712 -3.4057 -0.8630  0.127
H -2.0769 -2.6178 -0.8862  -0.017
H -1.6197 -6.4177 -1.8155  0.352
H -1.2158 -5.6126 -0.3484  0.496
H -0.1251 -5.4424 -1.7880  0.319
H -5.7147 -5.4445 -3.2152  0.358
H -4.3660 -5.7571 -2.2283  0.234
H -5.0008 -4.1232 -2.2827  0.234
H -3.6269 -5.1151 -5.9604  0.315
H -5.2932 -5.0730 -5.4424  0.369
H -4.4877 -3.5381 -5.6410  0.269
H -0.3043 -2.2827 -4.2830  0.408
H -1.2910 -0.8606 -4.7909  0.370
H -0.8861 -1.1616 -3.0579  -0.205
H -3.5758 -0.7202 -3.7218  0.504
H -3.1761 -1.2638 -2.1206  -0.045
H -4.3395 -2.2194 -3.1099  0.280
C 1.4996 -2.3339 -0.4432  -0.303
C 2.2131 -3.4068 -1.2481  -1.445
N 3.6715 -3.5369 -0.9528  0.065
C 4.3447 -4.5185 -1.7700  -0.508
C 5.8697 -4.5489 -1.7139  -1.303
C 3.9146 -3.7242 0.4904  -0.057
C 3.2497 -5.0183 1.0559  -1.039
H 0.6699 -1.9496 -1.0365  -0.287
H 2.1443 -1.5129 -0.1294  0.296
H 1.1457 -2.8125 0.4699  0.174
H 1.7494 -4.3915 -1.1901  0.764
H 2.2674 -2.9622 -2.2419  0.539
H 3.9177 -5.5007 -1.5673  0.316
H 4.0392 -4.3013 -2.7936  0.413
H 6.1128 -5.4753 -2.2343  0.402
H 6.3271 -3.6622 -2.1528  0.294
H 6.3023 -4.7367 -0.7312  0.343
H 3.6159 -2.8415 1.0559  -0.209
H 4.9931 -3.7613 0.6440  0.413
H 2.1700 -5.0300 0.9072  0.151
H 3.4537 -5.3543 2.0726  0.429
H 3.5107 -5.8767 0.4369  0.340
C 1.3822 0.1703 6.4313  -1.619
C 2.2107 0.5893 5.2126  0.647
N 3.6423 0.6755 5.5182  -0.078
C 3.9432 1.8335 6.4474  -0.595
C 3.5558 3.2342 5.8840  -0.941
C 4.3890 0.7887 4.3059  -0.404
C 4.6519 -0.5880 3.6538  -1.097
H 1.8711 -0.5529 7.0840  0.383
H 0.4971 -0.3923 6.1345  0.300
H 1.1787 1.0414 7.0541  0.392
H 2.1687 -0.2910 4.5711  -0.203
H 1.7761 1.4800 4.7587  0.169
H 3.3658 1.6388 7.3511  0.341
H 4.9979 1.9550 6.6941  0.406
H 3.8476 4.0715 6.5179  0.418
H 4.1069 3.3524 4.9510  0.236
H 2.5012 3.3618 5.6398  0.223
H 5.3552 1.1969 4.6026  0.566
H 3.9190 1.5249 3.6539  0.215
H 5.3931 -0.4354 2.8694  0.440
H 3.7709 -1.0172 3.1765  -0.100
H 4.9829 -1.2513 4.4530  0.354
C 2.3032 1.2098 -2.8241  -0.789
C 1.3606 2.0932 -3.6467  -0.082
N 0.6220 1.2038 -4.5527  1.135
C 1.4587 0.5499 -5.5151  -0.888
C 2.0916 1.5971 -6.4936  -1.225
C -0.5973 1.7115 -5.0036  -1.754
C -1.6629 1.8841 -3.8714  -0.356
H 2.6648 1.7460 -1.9467  -0.486
H 3.1813 0.9516 -3.4160  0.548
H 1.8381 0.2734 -2.5161  0.214
H 0.7048 2.6286 -2.9602  -0.189
H 1.9510 2.8574 -4.1522  0.302
H 2.1319 -0.1790 -5.0638  0.486
H 0.8883 -0.1108 -6.1679  0.479
H 3.0868 1.7556 -6.0784  0.291
H 2.2946 1.1550 -7.4690  0.406
H 1.4859 2.4886 -6.6565  0.224
H -1.0660 1.0669 -5.7471  0.579
H -0.4247 2.6815 -5.4698  0.422
H -1.5296 1.0040 -3.2423  -0.163
H -2.6805 1.7937 -4.2516  0.386
H -1.6825 2.8466 -3.3603  0.371
C -1.1963 -4.1875 5.3455  -0.523
C -0.2377 -3.1579 5.2362  0.790
C 0.9320 -3.7349 4.4707  -0.038
O 0.7070 -5.1287 4.3466  -0.493
C -0.6989 -5.2854 4.4254  -0.342
H -2.1753 -3.7942 5.0716  0.295
H -1.2313 -4.4768 6.3958  0.205
H 0.1094 -2.8206 6.2129  0.189
H -0.6300 -2.2506 4.7769  -0.626
H 1.9268 -3.4262 4.7920  0.379
H 0.9611 -3.4463 3.4200  -0.235
H -0.9361 -6.2867 4.7848  0.353
H -1.0996 -5.2679 3.4118  0.061
C -5.8215 2.5341 -1.6000  -0.869
C -5.5757 1.3435 -0.6867  -0.668
C -4.0962 1.2041 -0.6937  0.159
O -3.7670 1.6042 -2.0155  0.646
C -4.7307 2.4056 -2.6762  -0.607
H -5.6626 3.3604 -0.9072  0.172
H -6.8636 2.6408 -1.9009  0.458
H -5.9872 0.4193 -1.0924  0.351
H -5.9201 1.4289 0.3440  0.340
H -3.7240 0.2222 -0.4014  -0.103
H -3.5874 1.8090 0.0569  -0.200
H -5.2214 1.9652 -3.5441  0.348
H -4.3176 3.3606 -3.0009  0.275
C 3.6327 4.0727 -0.2161  0.014
C 2.7935 4.9384 -1.0856  0.521
C 3.1276 6.3395 -0.5873  -0.377
O 4.0860 6.1342 0.4919  -0.480
C 4.7554 4.9305 0.1234  -0.595
H 3.9073 3.1395 -0.7077  0.090
H 3.0939 3.7963 0.6902  0.005
H 1.7194 4.7532 -1.0807  -0.448
H 3.1404 4.8223 -2.1124  0.170
H 2.2720 6.9150 -0.2339  0.125
H 3.5759 6.9633 -1.3606  0.300
H 5.4009 4.5556 0.9177  0.410
H 5.3756 5.1200 -0.7527  0.304
C -4.6532 0.5777 3.5465  -0.734
C -4.2008 2.0827 3.3879  -0.281
C -2.8008 1.9945 3.9965  -0.520
O -2.2826 0.6219 3.8303  -0.265
C -3.3157 -0.1058 3.1552  0.270
H -5.5447 0.2685 3.0008  0.403
H -4.9409 0.2900 4.5578  0.299
H -4.8789 2.7953 3.8574  0.463
H -4.0572 2.3718 2.3467  -0.166
H -2.9236 2.2519 5.0486  0.337
H -2.2259 2.8094 3.5567  0.288
H -3.2232 -1.1467 3.4653  0.250
H -3.1384 -0.1330 2.0800  -0.317
C 0.6120 1.1774 2.0247  0.294
C 0.6267 1.6958 0.5802  0.868
C -0.3446 0.8165 -0.1267  2.568
O -0.9244 -0.0832 0.8684  -0.074
C 0.1000 -0.2041 1.8542  1.053
H -0.0972 1.8059 2.5634  -0.095
H 1.6476 1.0976 2.3552  0.181
H 1.6323 1.6026 0.1701  -0.081
H 0.1527 2.6771 0.5994  -0.812
H 0.0691 0.2282 -0.9458  -1.268
H -1.1104 1.4306 -0.6005  -1.325
H 0.9324 -0.8361 1.5445  -0.868
H -0.3452 -0.6348 2.7511  -0.609
C -1.5168 5.5090 -0.1250  -0.154
C -1.1240 6.7885 -0.8391  -0.641
C -1.1623 6.3981 -2.3275  -0.382
O -2.3386 5.5381 -2.4341  -0.471
C -2.3646 4.7828 -1.1703  0.877
H -2.0561 5.7229 0.7977  0.462
H -0.5760 5.0009 0.0873  -0.140
H -0.1918 7.2739 -0.5503  0.247
H -1.8668 7.5764 -0.7143  0.299
H -0.2597 5.9244 -2.7136  0.131
H -1.3151 7.2561 -2.9820  0.373
H -2.0323 3.7998 -1.5040  -0.715
H -3.3524 4.5560 -0.7691  0.106

- HOMO energy (eV) = -7.9
- structure (SMILES) = CN(C)P(=O)(N(C)C)N(C)C.CCN(CC)CC.CCN(CC)CC.CCN(CC)CC.C1CCOC1.C1CCOC1.C1CCOC1.C1CCOC1.C1CCOC1.C1CCOC1
- net charge = 0

---

no.,orbital gap (eV),total energy (Ha)
1,3.6,-6183.06449
2,8.4,-3091.80759